1.
Formula: C16H19N2O5V
Source: the Open Molecules 2025 dataset
Level of theory: ωB97M-V with the def2-TZVPD basis set

Structure (ORCA input):
```
! wB97M-V def2-TZVPD RIJCOSX def2/J DEFGRID3
* xyz 1 2
C -3.10 -0.69 -2.48
C -4.49 -0.76 -2.34
C -1.76 -1.61 1.93
C 1.21 2.63 -2.05
C -5.29 -0.66 -3.46
H 0.17 2.32 -2.14
C 0.61 -1.45 2.58
O 1.71 0.44 -1.14
C -2.26 -0.81 -1.29
C -0.67 -1.71 2.88
H 1.24 3.71 -1.86
O 0.94 -1.08 1.32
C -2.52 -0.52 -3.73
H -5.34 -0.41 -5.59
C 1.15 2.15 0.41
V 0.11 -0.32 -0.04
H 2.51 -2.21 3.15
H 3.88 1.99 -1.73
C -3.10 -2.14 2.33
C 1.90 1.91 -0.90
C 1.78 -1.48 3.50
N -2.67 -1.09 -0.11
H 2.57 0.01 -1.15
H -3.07 -2.55 3.33
C -3.33 -0.43 -4.85
H -3.42 -2.90 1.62
H -0.92 -2.03 3.88
H 1.74 2.43 -2.98
H -1.45 -0.47 -3.83
O -0.92 -0.57 -1.47
H 3.83 1.64 0.02
H 3.51 3.26 -0.56
O 0.00 1.41 0.47
H 1.46 -1.74 4.51
H 2.26 -0.50 3.52
N -1.57 -1.08 0.76
C 3.37 2.20 -0.79
H -3.84 -1.34 2.28
H -4.92 -0.89 -1.36
H -6.36 -0.71 -3.36
H -2.89 -0.30 -5.83
O 1.50 2.88 1.28
C -4.71 -0.49 -4.72
*
```

The value obtained for the total energy is -55801.7277 eV. The HOMO energy (alpha / beta) is -11.7739 / -11.7866 eV. The value obtained for the relative energy (zero: lowest compared OMol25 entry of this formula, charge and spin) is 0.0 kcal per mole. Its expectation value of S² is 0.76.

2.
Formula: C16H19N3O
Source: the Open Molecules 2025 dataset
Level of theory: ωB97M-V with the def2-TZVPD basis set

Structure (ORCA input):
```
! wB97M-V def2-TZVPD RIJCOSX def2/J DEFGRID3
* xyz 0 1
H 3.58 3.55 2.52
H -3.20 -0.98 -0.22
H -3.05 -2.03 1.21
H -0.28 2.66 0.31
H -1.72 -1.70 -2.29
O -1.72 0.75 -0.74
N -2.27 -5.26 -0.93
C -1.62 -3.81 -2.71
H 1.40 -1.27 0.44
H 1.22 5.92 0.90
H 3.57 -0.21 1.03
C 3.21 4.34 -0.08
H 0.15 4.65 1.50
H 1.97 3.96 3.12
H 3.03 5.23 2.49
C 0.57 2.02 0.48
H 0.51 4.77 -0.23
H 2.82 4.20 -1.09
C -1.87 -2.71 -1.92
C -2.50 -4.20 -0.18
H -1.65 -5.97 -2.74
C 2.14 3.98 0.96
C -1.84 -5.07 -2.17
N -1.33 -1.03 0.58
H 4.08 3.70 0.04
H -0.66 -1.51 1.17
H -2.86 -4.41 0.82
C 2.72 4.20 2.37
C 0.38 0.64 0.37
N 2.86 1.69 1.00
C -2.57 -1.71 0.28
C 1.82 2.51 0.81
C -2.33 -2.89 -0.62
C 1.47 -0.20 0.56
H 3.52 5.37 0.03
C 2.69 0.39 0.87
C -0.98 0.14 0.00
H -1.27 -3.70 -3.72
C 0.92 4.88 0.77
*
```

The value obtained for the total energy is -23419.0107 eV. The HOMO energy is -9.6050 eV. The value obtained for the relative energy (zero: lowest compared OMol25 entry of this formula, charge and spin) is 7.1 kcal per mole. The SMILES is CC(C)(C)c1cc(C(=O)NCc2cccnc2)ccn1.

3.
Formula: C16H19N3O
Source: the Open Molecules 2025 dataset
Level of theory: ωB97M-V with the def2-TZVPD basis set

Structure (ORCA input):
```
! wB97M-V def2-TZVPD RIJCOSX def2/J DEFGRID3
* xyz 0 1
C 1.32 1.55 -0.78
C -0.99 1.97 3.01
H -2.66 1.37 4.28
H 3.55 -3.18 -0.19
H 1.96 2.41 -0.94
H -2.78 3.76 0.84
C 1.93 -3.77 -2.91
H -1.42 -2.16 -1.96
H -0.18 2.16 3.70
H -0.91 0.96 2.61
H -4.13 2.97 2.61
C 3.43 -2.13 -0.48
H -2.39 2.08 0.45
C -0.49 -2.62 -2.24
C 1.91 -2.57 -2.21
C 0.61 -0.68 -1.19
N 0.05 2.74 0.87
C -2.42 2.81 1.25
N -0.55 0.57 0.34
H -3.70 1.32 2.16
C -2.37 2.18 3.62
C -3.30 2.30 2.40
H 2.89 -4.20 -3.16
C -1.00 2.95 1.83
H 2.27 0.26 -2.20
H 4.37 -1.60 -0.33
N -0.37 -0.54 -0.31
H 0.78 -5.31 -3.85
H -2.38 3.11 4.19
H -1.39 -4.30 -3.22
C 0.26 1.61 0.16
C 0.69 -1.97 -1.88
C -0.46 -3.81 -2.94
C 0.75 -4.38 -3.29
C 1.50 0.38 -1.46
H 2.66 -1.68 0.16
H 0.68 3.50 0.69
O 3.13 -2.01 -1.85
H -0.86 3.97 2.22
*
```

The value obtained for the total energy is -23417.1828 eV. The HOMO energy is -7.9693 eV. The value obtained for the relative energy (zero: lowest compared OMol25 entry of this formula, charge and spin) is 49.2 kcal per mole. The SMILES is COc1ccccc1-c1ccc(NC2CCCC2)nn1.

4.
Formula: C16H19N3O3
Source: the Open Molecules 2025 dataset
Level of theory: ωB97M-V with the def2-TZVPD basis set

Structure (ORCA input):
```
! wB97M-V def2-TZVPD RIJCOSX def2/J DEFGRID3
* xyz 0 1
H -1.97 -2.11 1.04
H 1.85 -2.05 -2.08
C -3.36 1.25 -0.44
H -3.27 2.82 -2.00
H 4.75 -1.92 0.92
H -6.67 -1.27 -0.04
C -6.19 -0.69 1.00
N 0.13 -1.81 0.68
H 4.14 3.61 0.50
H 5.68 2.90 -0.38
H -5.84 -1.56 1.47
H -1.86 1.82 -2.05
C 5.05 0.29 0.79
N -2.64 0.32 0.14
H -1.92 2.78 -0.57
H 2.70 2.10 -1.07
C -1.17 -1.33 1.30
C 5.05 2.68 0.50
O -0.58 0.69 0.09
C 4.49 1.33 0.25
H 1.61 -0.05 -1.35
O -0.67 -2.08 -1.57
C -4.73 1.01 -0.54
H -5.42 1.75 -0.94
N -3.69 -0.47 0.83
C -2.64 2.17 -1.20
C 4.35 -1.07 0.62
C 3.16 -1.33 -0.27
C -4.97 -0.02 0.55
H 0.92 -1.98 1.09
H 5.62 2.65 1.52
H 1.44 -3.80 -1.20
C 2.52 -0.11 -0.63
C 3.09 1.08 -0.33
O 2.66 -2.47 -0.22
H -0.93 -1.02 2.25
H 5.79 0.30 1.68
C 1.51 -2.45 -1.11
C 0.11 -1.99 -0.78
C -1.36 -0.18 0.45
H -6.74 0.16 1.11
*
```

The value obtained for the total energy is -27502.0889 eV. The HOMO energy is -7.8783 eV. The value obtained for the relative energy (zero: lowest compared OMol25 entry of this formula, charge and spin) is 308.9 kcal per mole.

5.
Formula: C16H19N3O4S
Source: the Open Molecules 2025 dataset
Level of theory: ωB97M-V with the def2-TZVPD basis set

Structure (ORCA input):
```
! wB97M-V def2-TZVPD RIJCOSX def2/J DEFGRID3
* xyz 0 1
H 2.04 0.91 2.50
H 5.87 -1.93 -2.56
O 6.42 -2.21 -0.34
H -3.78 -2.54 -2.25
H -4.81 -1.21 2.09
H -1.47 3.86 0.77
H 0.01 3.18 -1.15
C 4.69 -0.95 1.52
H 1.47 1.14 -1.14
C 3.80 -0.30 2.36
H 5.53 -1.50 1.91
C 4.51 -0.88 0.14
C -3.02 -2.00 -2.80
C -4.41 -0.52 1.35
H -1.38 -2.76 -1.62
C -2.94 -0.26 1.64
C -1.74 3.02 0.13
C 2.55 0.48 0.46
H -2.44 3.38 -0.63
C -1.79 -1.79 -1.92
H -2.37 -1.18 1.59
H 3.93 -0.35 3.43
H -2.83 0.21 2.62
C -0.51 2.43 -0.54
C 2.73 0.41 1.84
H -2.75 -2.57 -3.68
C 3.44 -0.17 -0.39
S -1.07 1.15 -1.71
H -4.52 -0.96 0.36
H 3.30 -0.13 -1.46
H -1.02 -1.24 -2.49
C -2.44 2.01 1.01
N -2.15 -1.11 -0.72
C 0.46 1.82 0.47
N -2.35 0.67 0.67
H -3.42 -1.04 -3.11
C 5.47 -1.58 -0.73
H -4.97 0.41 1.40
O 5.20 -1.45 -2.04
C -1.94 0.10 -0.50
O -3.07 2.36 1.98
N 1.49 1.18 -0.13
O 0.27 1.92 1.66
*
```

The value obtained for the total energy is -40397.6294 eV. The HOMO energy is -8.9597 eV. The value obtained for the relative energy (zero: lowest compared OMol25 entry of this formula, charge and spin) is 20.8 kcal per mole. The SMILES is CC/N=C1\S[C@H](C(=O)Nc2cccc(C(=O)O)c2)CC(=O)N1CC.

6.
Formula: C16H20AsI2N2O2PbTe4
Source: the Open Molecules 2025 dataset
Level of theory: ωB97M-V with the def2-TZVPD basis set

Structure (ORCA input):
```
! wB97M-V def2-TZVPD RIJCOSX def2/J DEFGRID3
* xyz 1 1
C 0.96 -3.58 3.68
As 0.95 -3.32 1.77
C 2.57 -3.94 0.95
H 2.50 -3.82 -0.13
H 0.22 1.68 -3.06
C -3.75 -2.01 -0.65
C -2.20 -0.49 -2.32
H -1.88 0.74 -4.05
O 0.67 -1.71 1.41
H -5.65 1.74 0.73
H -0.33 -5.44 1.32
H 3.40 -3.36 1.35
Te 4.20 -1.03 3.17
Te 2.22 0.75 3.07
H 0.00 -3.26 4.08
H -0.54 -0.32 -3.61
N -0.59 1.44 -2.50
H -4.34 -2.60 0.04
C -3.54 2.18 0.70
C -2.57 -1.43 -0.25
I -6.81 1.90 -2.15
C -4.14 -1.84 -1.97
C -1.35 2.71 -2.31
Te 2.02 2.20 0.81
H -5.06 -2.28 -2.34
C -2.41 2.48 -0.06
C -3.82 2.44 -2.02
N -1.81 -0.70 -1.06
H 2.71 -5.00 1.19
C -1.30 0.35 -3.21
C -2.57 2.56 -1.45
H -1.44 -4.07 1.52
H -3.65 -0.90 -3.85
C -0.51 -4.39 1.07
H -0.66 3.41 -1.84
H -1.64 3.13 -3.28
C -4.79 2.00 0.12
I -3.41 1.98 2.78
H -3.93 2.55 -3.09
C -3.36 -1.07 -2.82
O -1.20 2.71 0.46
H -0.57 -4.28 -0.01
H 1.76 -2.98 4.10
H 1.12 -4.63 3.90
H -2.18 -1.56 0.76
C -4.93 2.15 -1.24
Te -0.34 1.41 1.87
Pb 0.62 -0.10 -0.46
*
```

The value obtained for the total energy is -135446.4699 eV. The HOMO energy is -9.2621 eV. The value obtained for the relative energy (zero: lowest compared OMol25 entry of this formula, charge and spin) is 0.0 kcal per mole.

The highest relative energy (zero: lowest compared OMol25 entry of this formula, charge and spin) belongs to which entry?
C16H19N3O3

Look up the relative energy (zero: lowest compared OMol25 entry of this formula, charge and spin) of the third one.
49.2 kcal per mole

Which formula does entry 4 have?
C16H19N3O3